(1)
Formula: C14H19FeNO3PS4
Source: the OMol25 dataset
Level of theory: ωB97M-V/def2-TZVPD

Structure (XYZ):
```
43
Properties=species:S:1:pos:R:3:forces:R:3:mulliken_charge:R:1
Fe -0.1321 -0.0863 0.1760 -0.2 0.2 0.6 -0.593
C -4.4117 1.4060 0.7112 0.0 0.0 0.0 -1.685
C -3.1410 0.6114 0.5436 -0.3 -0.4 0.1 0.676
S -1.7241 1.4434 0.1818 0.1 -0.1 -0.1 -0.266
C -3.1210 -0.7764 0.6897 -0.4 0.4 0.0 0.730
C -4.3681 -1.5611 1.0095 0.1 0.0 0.0 -1.376
S -1.6935 -1.6483 0.5001 0.4 0.0 0.0 -0.295
H -4.2155 2.4676 0.5770 0.0 0.0 0.0 0.380
H -4.8438 1.2604 1.7041 0.0 0.0 0.0 0.365
H -5.1645 1.1046 -0.0200 0.0 0.0 0.0 0.415
H -5.2550 -0.9345 1.0587 0.0 0.0 0.0 0.374
H -4.2585 -2.0749 1.9660 0.0 0.0 0.0 0.281
H -4.5328 -2.3291 0.2527 0.0 0.0 0.0 0.332
S 1.7977 -1.3296 -0.4120 -0.2 -0.3 -0.1 -0.367
C 2.2175 0.3092 -0.6063 0.3 0.0 0.0 0.640
N 1.2529 1.1799 -0.4500 0.4 0.3 -0.1 -0.152
C 1.7132 2.4898 -0.4948 -0.1 -0.1 0.0 0.167
C 0.9551 3.6467 -0.3358 0.0 0.0 0.0 -0.372
C 1.5911 4.8718 -0.4161 0.0 0.0 0.0 -0.858
C 2.9638 4.9605 -0.6572 0.0 0.0 0.0 -0.472
C 3.7248 3.8169 -0.8180 0.0 0.0 0.0 -0.589
C 3.0900 2.5848 -0.7286 0.0 0.1 0.0 0.718
S 3.7884 0.9940 -0.8625 0.0 0.0 0.0 -0.263
H -0.1079 3.5806 -0.1552 0.0 0.0 0.0 0.303
H 1.0136 5.7786 -0.2926 0.0 0.0 0.0 0.400
H 3.4374 5.9309 -0.7212 0.0 0.0 0.0 0.373
H 4.7886 3.8809 -1.0052 0.0 0.0 0.0 0.389
C 2.5747 1.3165 3.5607 0.0 0.0 0.0 -0.827
O 1.7410 1.1960 2.3985 0.0 0.1 0.0 0.020
P 0.5985 0.0896 2.3029 0.0 -0.2 -0.4 1.297
O 1.3620 -1.1744 2.9091 0.0 -0.1 0.0 -0.397
C 0.8296 -2.4961 2.7814 0.0 0.0 0.1 -0.658
O -0.3503 0.3831 3.5670 -0.2 0.0 0.1 -0.391
C -1.2269 1.5133 3.6199 0.1 0.0 0.0 -0.550
H 3.0659 2.2831 3.4887 0.0 0.0 0.0 0.253
H 3.3148 0.5187 3.5640 0.0 0.0 0.0 0.275
H 1.9781 1.2685 4.4716 0.0 0.0 0.0 0.295
H 1.5970 -3.1732 3.1464 0.0 0.0 0.0 0.227
H 0.6120 -2.7206 1.7387 0.0 0.0 0.0 0.235
H -0.0743 -2.6015 3.3814 0.0 0.0 0.0 0.268
H -1.5726 1.5840 4.6483 0.0 0.0 0.0 0.292
H -2.0720 1.3745 2.9532 -0.1 0.0 0.0 0.116
H -0.6990 2.4299 3.3506 0.0 0.0 0.0 0.288
```
Positions in Å, forces in eV/Å.

Summary:
total charge	0
orbital gap (spin up / spin down)	0.2999 / 0.2387	Eh
HOMO (spin up / spin down)	-7.55 / -7.80	eV
<S²>	1.02
lowest unoccupied orbital energy (spin up / spin down)	0.0226 / -0.0480	hartree
ΔE to the lowest compared entry with this formula, charge and spin	4.2	kJ/mol
2S+1	2



(2)
Formula: C2Cl2FNS
Source: the OMol25 dataset
Level of theory: ωB97M-V/def2-TZVPD

Structure (XYZ):
```
7
Properties=species:S:1:pos:R:3:forces:R:3:mulliken_charge:R:1
C -1.0669 -1.4972 0.7928 0.5 -0.5 0.4 0.332
C 0.6724 1.2855 -0.8225 0.3 -1.2 -2.1 0.381
N -1.0609 -2.1143 -0.1989 -0.2 0.8 1.0 -0.364
F 0.0482 0.5452 -1.7735 0.3 0.9 0.9 -0.147
S -0.8685 -0.7209 2.3096 -0.3 -0.6 -1.3 -0.114
Cl 2.3527 1.1062 -0.9352 0.2 0.1 0.1 -0.074
Cl -0.0771 1.3955 0.6276 -0.7 0.4 1.0 -0.014
```
Positions in Å, forces in eV/Å.

Summary:
total charge	0
orbital gap (spin up / spin down)	0.2152 / 0.3332	Eh
HOMO (spin up / spin down)	-9.08 / -10.19	eV
lowest unoccupied orbital energy (spin up / spin down)	-0.1184 / -0.0411	hartree
ΔE to the lowest compared entry with this formula, charge and spin	228.9	kJ/mol